ORCA calculation (ωB97M-V/def2-TZVPD) on a molecular structure, C7H15O2P at a distorted geometry.

Last column: Löwdin charge in e.
Atoms and positions in Å:
1 C -0.36652 -0.87162 -1.81981  -0.54
2 C -0.23708 0.97839 -0.43199  -0.41
3 C -0.22025 -1.41731 -3.21638  0.02
4 C -1.35994 -1.12780 1.48386  -0.19
5 C -0.07405 2.47389 -0.61453  -0.14
6 C 0.12824 1.28776 2.08640  -0.22
7 C 1.65923 -1.05856 1.25927  -0.16
8 O -0.32105 -1.49960 -0.77024  -0.06
9 O -0.40598 0.44766 -1.74778  -0.02
10 P 0.07959 -0.10347 0.90442  0.79
11 H 0.80806 -1.86340 -3.18574  0.10
12 H -0.95615 -2.23506 -3.33953  0.09
13 H -0.23718 -0.52585 -3.95299  0.12
14 H -2.16275 -1.05860 0.67703  0.07
15 H -0.98607 -2.26364 1.38581  0.09
16 H -1.52495 -0.90908 2.54255  0.03
17 H 0.99370 2.89577 -0.75878  0.09
18 H -0.58924 2.78835 -1.56093  0.08
19 H -0.58056 3.08884 0.05995  0.03
20 H -0.84814 1.71714 2.06890  0.04
21 H 0.35603 0.97345 3.10882  0.05
22 H 0.90071 2.00535 1.74886  0.06
23 H 1.68511 -1.91958 0.70208  0.00
24 H 2.37127 -0.29227 1.14339  0.03
25 H 1.88797 -1.51077 2.22738  0.05

Results
energy relative to the best compared isomer or geometry (same formula, charge and spin) = 55.2 kcal per mole
M = 162.169 g/mol
lowest unoccupied orbital energy = 0.84 eV